{"formula": "C29H80N2O11", "method": "the ωB97M-V functional and the def2-TZVPD basis", "elements": ["N", "C", "N", "O", "H", "H", "H", "H", "C", "C", "C", "O", "H", "H", "H", "H", "H", "H", "H", "H", "C", "C", "C", "O", "H", "H", "H", "H", "H", "H", "H", "H", "C", "C", "C", "O", "H", "H", "H", "H", "H", "H", "H", "H", "C", "C", "C", "O", "H", "H", "H", "H", "H", "H", "H", "H", "C", "C", "C", "O", "H", "H", "H", "H", "H", "H", "H", "H", "C", "C", "C", "O", "H", "H", "H", "H", "H", "H", "H", "H", "C", "C", "C", "O", "H", "H", "H", "H", "H", "H", "H", "H", "C", "C", "C", "O", "H", "H", "H", "H", "H", "H", "H", "H", "C", "C", "C", "O", "H", "H", "H", "H", "H", "H", "H", "H", "C", "O", "H", "H", "H", "H"], "positions_angstrom": [[0.240, 0.726, 0.587], [0.055, -0.184, -0.435], [-1.023, -0.047, -1.238], [0.905, -1.085, -0.607], [0.971, 0.554, 1.283], [-0.399, 1.480, 0.785], [-1.498, 0.805, -1.328], [-1.061, -0.677, -2.025], [3.051, -4.551, 2.488], [2.469, -3.900, 1.234], [1.503, -4.832, 0.563], [1.835, -2.704, 1.535], [2.293, -4.662, 3.259], [3.799, -3.923, 2.933], [3.552, -5.461, 2.223], [3.325, -3.711, 0.536], [1.976, -5.730, 0.204], [1.019, -4.280, -0.249], [0.722, -5.045, 1.324], [1.352, -2.410, 0.742], [5.379, -0.454, -0.459], [4.195, 0.358, -0.104], [4.383, 1.062, 1.230], [3.962, 1.450, -1.009], [5.213, -1.008, -1.394], [5.643, -1.050, 0.408], [6.252, 0.163, -0.625], [3.266, -0.276, -0.086], [3.378, 1.449, 1.472], [5.090, 1.863, 1.223], [4.449, 0.391, 2.094], [4.012, 1.009, -1.867], [1.848, 1.278, 4.528], [2.213, -0.149, 4.223], [1.697, -1.100, 5.243], [1.570, -0.363, 2.983], [0.767, 1.302, 4.553], [2.128, 1.939, 3.722], [2.339, 1.706, 5.443], [3.309, -0.192, 4.112], [1.866, -2.157, 5.006], [0.626, -0.978, 5.332], [2.080, -0.859, 6.239], [1.816, -1.275, 2.635], [-2.919, 4.741, -1.162], [-2.631, 3.564, -2.043], [-1.197, 3.493, -2.584], [-2.782, 2.350, -1.323], [-3.938, 4.862, -0.802], [-2.613, 5.679, -1.580], [-2.355, 4.635, -0.268], [-3.275, 3.522, -2.921], [-0.511, 3.332, -1.734], [-0.831, 4.366, -3.098], [-1.175, 2.607, -3.159], [-3.720, 2.144, -1.232], [-2.049, 1.663, 3.561], [-2.861, 1.774, 2.225], [-4.247, 2.408, 2.410], [-2.083, 2.632, 1.378], [-2.325, 0.788, 4.202], [-2.116, 2.576, 4.190], [-1.037, 1.496, 3.190], [-2.963, 0.785, 1.706], [-4.175, 3.390, 2.931], [-4.977, 1.808, 2.907], [-4.720, 2.688, 1.475], [-2.352, 2.612, 0.420], [-1.971, -3.302, -1.011], [-1.993, -3.450, -2.509], [-3.231, -4.196, -3.053], [-1.895, -2.136, -3.077], [-2.803, -2.751, -0.613], [-1.050, -2.789, -0.718], [-1.863, -4.293, -0.576], [-1.177, -4.098, -2.815], [-3.096, -4.155, -4.121], [-4.204, -3.766, -2.880], [-3.250, -5.240, -2.714], [-1.685, -2.275, -4.032], [1.928, 4.355, 0.921], [2.465, 4.516, -0.505], [2.150, 5.888, -1.057], [3.824, 4.273, -0.628], [0.914, 4.749, 1.001], [2.619, 4.877, 1.596], [1.915, 3.282, 1.253], [1.904, 3.756, -1.046], [2.516, 6.682, -0.386], [1.089, 6.081, -1.094], [2.539, 6.020, -2.046], [3.925, 3.321, -0.812], [-4.830, 0.103, -3.294], [-5.593, 0.264, -1.957], [-5.113, -0.659, -0.817], [-5.354, 1.647, -1.528], [-5.183, 0.851, -4.039], [-4.982, -0.910, -3.727], [-3.752, 0.271, -3.157], [-6.652, 0.130, -2.208], [-4.064, -0.573, -0.583], [-5.216, -1.678, -1.140], [-5.748, -0.424, 0.044], [-5.737, 1.887, -0.680], [3.151, -2.814, -2.603], [2.968, -1.734, -3.714], [1.575, -1.848, -4.346], [3.212, -0.434, -3.152], [2.590, -2.531, -1.664], [4.195, -2.949, -2.361], [2.748, -3.794, -2.886], [3.782, -1.855, -4.464], [1.388, -2.831, -4.795], [1.356, -1.090, -5.085], [0.823, -1.726, -3.518], [2.509, -0.254, -2.542], [-1.135, -2.502, 2.735], [-0.781, -3.837, 3.072], [-2.061, -2.188, 3.237], [-0.313, -1.839, 3.021], [-1.260, -2.459, 1.647], [-0.811, -3.952, 4.018]], "atomic_forces_ev_per_a": [[0.04, -0.64, -0.64], [1.26, 0.91, 1.19], [0.78, -1.18, 0.07], [-0.61, -0.19, -0.10], [-0.37, -0.16, -0.46], [-0.33, -0.01, -0.05], [-0.81, 1.36, 0.12], [-0.07, -0.13, -0.01], [-0.34, 1.07, -0.11], [1.67, -1.02, -0.42], [-1.19, 0.48, 0.63], [-0.39, 0.73, 0.39], [-0.26, -0.44, -0.11], [0.54, 0.54, 0.15], [-0.04, -0.70, -0.01], [-0.40, 0.00, 0.34], [0.10, -0.37, -0.18], [0.01, -0.30, -0.22], [0.29, -0.20, -0.58], [0.13, 0.48, 0.04], [0.69, -0.33, -0.76], [-0.92, 0.76, 1.19], [-2.55, -0.87, 0.85], [0.13, -0.75, -0.64], [0.11, -0.25, 0.50], [-0.13, -0.68, -0.19], [0.20, 0.49, -0.09], [0.77, 0.41, 0.14], [0.34, 0.63, -0.23], [0.61, 0.31, -0.05], [0.86, -0.20, -0.33], [-0.07, 0.45, -0.46], [0.46, 0.74, 1.02], [0.51, 0.92, -0.62], [-0.21, -0.50, 0.97], [0.56, -1.67, -0.95], [-0.32, 0.30, 0.51], [0.28, 0.06, -0.44], [-0.71, -0.60, -0.57], [-0.11, -0.35, 0.00], [0.27, 0.19, 0.00], [-0.45, 0.09, -0.14], [0.27, -0.23, -0.08], [-0.36, 1.14, 0.26], [-0.23, 0.28, 0.29], [0.60, 0.12, -0.96], [-0.13, 0.40, 1.88], [0.46, -0.20, 0.52], [-0.36, -0.29, -0.38], [0.11, 0.51, -0.56], [0.76, -0.11, 0.89], [-0.39, 0.14, 0.02], [-0.16, 0.07, -0.15], [-0.20, 0.26, -0.43], [0.38, -0.78, -1.02], [-0.57, -0.27, -0.32], [-0.52, -0.56, -0.58], [-0.35, 0.21, 0.05], [0.39, 1.23, -0.02], [0.27, 0.08, -0.43], [-0.01, 0.65, -0.67], [0.09, -0.44, -0.64], [0.16, 0.10, 0.51], [0.13, 0.47, 0.66], [0.18, -0.73, -0.05], [-0.27, -0.67, 0.67], [0.16, -0.17, -0.59], [-0.14, -0.33, 1.02], [1.25, -0.29, -0.06], [-1.40, -0.28, 0.40], [0.71, 0.08, 0.01], [0.38, -0.65, -1.42], [-0.52, 0.07, 0.13], [-0.07, 0.17, -0.06], [-0.45, -0.11, 0.24], [0.65, 0.25, -0.08], [-0.13, -0.46, -0.68], [-0.24, 0.49, 0.53], [0.11, 0.24, -0.14], [-0.27, 0.41, 1.02], [0.77, -0.61, 0.56], [-1.49, -0.20, 0.30], [-0.14, 0.50, 0.85], [0.83, -0.52, -0.03], [0.03, 0.04, 0.10], [-0.34, 0.09, 0.06], [0.01, 0.86, -0.44], [-0.07, -0.06, -0.70], [0.33, -0.27, -0.26], [-0.58, -0.22, -0.08], [0.41, 0.09, -0.51], [0.21, 0.22, 0.21], [-0.07, 0.21, 0.00], [1.20, 0.39, -0.07], [-0.94, 0.54, -0.87], [-0.06, -0.05, -0.73], [0.09, -0.48, 0.55], [0.07, 0.60, 0.40], [-0.28, -0.17, 0.06], [0.02, 0.03, 0.52], [0.38, 0.60, 0.04], [-0.47, -0.68, 0.09], [0.29, -0.44, 0.10], [-0.43, -0.52, 0.10], [-0.97, 0.41, 0.36], [0.47, -0.76, 0.35], [-0.56, 0.01, 1.14], [0.44, -0.33, -0.93], [0.57, -0.02, -1.01], [0.30, 0.06, 0.13], [0.10, 0.16, -0.24], [-0.66, 0.05, 0.33], [0.27, 0.12, 0.10], [0.21, 0.28, -0.21], [0.55, -0.12, -0.62], [-0.91, 0.07, 0.77], [0.35, 0.10, 0.25], [-0.21, -0.38, -0.49], [0.09, -0.04, -0.20], [-0.30, 0.20, -0.15], [-0.05, -0.01, 0.25], [-0.01, 0.10, 0.35]], "lowdin_charge": [0.210, -0.596, 0.211, -0.046, 0.076, 0.063, 0.040, 0.067, -0.039, -0.516, -0.047, -0.072, 0.079, 0.067, 0.075, 0.140, 0.079, 0.068, 0.089, 0.054, -0.052, -0.478, -0.038, -0.064, 0.069, 0.085, 0.087, 0.133, 0.058, 0.085, 0.075, 0.068, -0.048, -0.519, -0.053, -0.118, 0.061, 0.063, 0.104, 0.133, 0.082, 0.076, 0.087, 0.080, -0.035, -0.456, -0.024, -0.116, 0.085, 0.079, 0.062, 0.140, 0.080, 0.082, 0.062, 0.045, -0.039, -0.452, -0.057, -0.116, 0.086, 0.089, 0.046, 0.136, 0.095, 0.063, 0.050, 0.052, -0.053, -0.467, -0.044, -0.089, 0.067, 0.051, 0.092, 0.131, 0.066, 0.063, 0.088, 0.113, -0.052, -0.540, -0.057, -0.040, 0.071, 0.083, 0.062, 0.118, 0.089, 0.061, 0.070, 0.054, -0.045, -0.404, -0.036, -0.091, 0.088, 0.085, 0.068, 0.133, 0.060, 0.065, 0.085, 0.088, -0.053, -0.436, -0.057, -0.063, 0.071, 0.060, 0.075, 0.143, 0.079, 0.071, 0.074, 0.056, -0.137, -0.125, 0.082, 0.053, 0.066, 0.069], "molar_mass_g_mol": 632.96, "lumo_energy_ev": 0.37, "homo_energy_ev": -9.119, "relative_energy_ev": 0.000, "charge": 0, "smiles": "NC(N)=O.CC(C)O.CC(C)O.CC(C)O.CC(C)O.CC(C)O.CC(C)O.CC(C)O.CC(C)O.CC(C)O.CO", "gap_ev": 9.49, "max_force_ev_per_a": 2.83}